Formula: C18H23Cl2MnN2OS
Source: the OMol25 dataset
Level of theory: ωB97M-V with the def2-TZVPD basis set

The geometry in XYZ format:
```
48
Properties=species:S:1:pos:R:3
Mn 1.5333 0.5443 1.1717
Cl -0.1731 1.5819 2.3212
C -0.2375 3.2017 1.6180
C -1.2250 4.0349 2.0151
C -1.2469 5.3610 1.4853
C -0.2919 5.8012 0.5993
C 0.7198 4.9357 0.1949
Cl 1.8939 5.4609 -0.8793
C 0.7805 3.5765 0.7010
S 2.0277 2.5591 0.2019
H -1.9782 3.7211 2.7268
H -2.0356 6.0321 1.8017
H -0.3138 6.8111 0.2120
N 2.7886 0.7840 2.7973
C 4.1347 0.1605 2.5406
C 3.9253 -0.9671 1.5620
N 3.1766 -0.3846 0.4064
H 2.9045 1.7623 3.0581
H 2.3654 0.3484 3.6193
H 4.5826 -0.1856 3.4697
H 4.7842 0.9302 2.1231
H 3.3079 -1.7549 1.9992
H 4.8635 -1.4191 1.2432
H 2.9398 -1.1052 -0.2742
H 3.7859 0.2638 -0.0928
C -3.7110 -4.6694 -2.4494
C -2.8517 -3.5245 -2.0470
C -2.7202 -2.4034 -2.8727
C -1.9338 -1.3388 -2.5240
C -1.8412 -0.1812 -3.4814
C -1.2047 -1.3997 -1.2643
C -0.3638 -0.3520 -1.0178
O 0.4439 -0.2354 0.0158
C -1.3602 -2.5590 -0.3941
C -0.6771 -2.6839 0.9384
C -2.1688 -3.5695 -0.8089
H -4.1945 -4.5117 -3.4090
H -4.4732 -4.8437 -1.6852
H -3.1089 -5.5810 -2.4980
H -3.2656 -2.3767 -3.8074
H -2.7029 -0.1890 -4.1443
H -0.9510 -0.2777 -4.1079
H -1.8195 0.7942 -2.9986
H -0.2945 0.4594 -1.7343
H -0.9328 -1.8499 1.5943
H 0.4081 -2.7175 0.8238
H -0.9865 -3.6030 1.4298
H -2.3025 -4.4407 -0.1793
```

Calculated values
Kohn-Sham gap (spin up / spin down), eV: 6.2 / 4.9
Energy, eV: -91239.9925
Total charge: +3
LUMO energy (spin up / spin down), eV: -11.3 / -12.7
HOMO energy (spin up / spin down), Ha: -0.645 / -0.646
Multiplicity: 4

***

Formula: C18H23ClN4O2
Source: the OMol25 dataset
Level of theory: ωB97M-V with the def2-TZVPD basis set

The geometry in XYZ format:
```
48
Properties=species:S:1:pos:R:3
N -3.1481 -1.3888 0.3973
O 3.0712 5.0552 1.0616
Cl 1.7510 -2.1524 -2.7367
C -2.6612 -1.6407 -0.6019
N 2.1207 0.1132 0.4698
O -3.0738 -4.5030 -2.9097
C 2.5234 3.9838 1.2350
C 2.3823 -0.6687 -0.6022
C 0.9072 0.5649 0.6976
C -0.1175 0.3282 -0.2162
C 1.3379 -1.0510 -1.4545
C 0.0289 -0.5361 -1.2897
N 3.1249 2.9691 0.6138
N 0.7329 1.3940 1.7993
C -2.1932 -4.4818 -1.7391
C -3.9408 -3.3696 -2.9371
C -1.0667 -0.7508 -2.2834
C 1.2812 0.9865 3.1379
C -1.2392 -3.2860 -1.8854
C -3.0891 -2.0694 -3.0730
C 2.3458 1.9373 3.6789
C -2.0176 -1.9467 -1.9436
C 0.2908 2.8009 1.6331
C 1.8242 3.3844 3.6203
C 1.3658 3.7823 2.2035
H 3.4040 -0.9800 -0.8061
H -1.0779 0.8107 0.0002
H 3.8757 3.1671 -0.0542
H 2.7154 2.0413 0.7056
H -2.7374 -4.3968 -0.7704
H -1.6686 -5.4295 -1.6417
H -4.6824 -3.4450 -3.7495
H -4.5009 -3.3097 -1.9819
H -0.6419 -0.8219 -3.2974
H -1.6513 0.1821 -2.2850
H 1.7061 -0.0212 3.1118
H 0.4223 0.9645 3.8251
H -0.5043 -3.3272 -1.0639
H -0.6727 -3.3996 -2.8234
H -2.5581 -2.1230 -4.0392
H -3.7679 -1.2023 -3.0374
H 3.2521 1.8643 3.0262
H 2.6524 1.6533 4.6859
H -0.7098 2.9224 2.1620
H 0.1504 3.0160 0.5707
H 0.9918 3.5007 4.3389
H 2.5863 4.1092 3.9652
H 0.8755 4.7698 2.2829
```

Calculated values
Kohn-Sham gap, eV: 8.8
Energy, eV: -41617.1319
Structure (SMILES): N#CC1(Cc2cc(N3CCC[C@@H](C(N)=O)C3)ncc2Cl)CCOCC1
LUMO energy, eV: 0.3
HOMO energy, Ha: -0.310

***

Question: energy of number 1 (C18H23Cl2MnN2OS)?
Answer: -91239.9925 eV